The following is a quantum chemistry calculation of a cluster of 11 separate species, C33H99O44P11 in total in a non-equilibrium geometry, from the Open Molecules 2025 dataset.

```
187
Properties=species:S:1:pos:R:3:forces:R:3
C 2.224440 -3.871376 5.427381 -0.3 0.6 0.4
O 3.635775 -4.181959 5.537770 -0.2 0.7 0.2
P 4.365263 -5.135354 4.538866 0.4 -2.3 -0.9
O 3.784434 -5.187383 3.163031 0.8 0.0 1.6
O 5.952367 -4.753767 4.640156 -1.8 0.2 0.3
C 6.895477 -5.427553 3.803486 0.3 -0.8 -0.3
O 4.324500 -6.575395 5.367670 -0.1 0.6 -0.5
C 3.210214 -7.530731 5.275739 0.8 0.7 -1.2
H 1.694465 -4.383871 4.624531 0.4 -0.1 -0.1
H 2.093246 -2.794225 5.324303 0.4 0.0 -0.5
H 1.722902 -4.063268 6.375929 0.4 -0.6 0.1
H 6.370866 -6.107484 3.132215 0.2 0.0 -0.1
H 7.635247 -5.980705 4.382160 -0.5 -0.3 0.5
H 7.555609 -4.778462 3.228153 -0.7 0.7 -0.1
H 2.401789 -7.053089 4.722213 -0.2 -0.1 0.3
H 2.891917 -7.951111 6.229726 0.3 0.7 0.2
H 3.556003 -8.367177 4.668365 0.0 0.0 0.0
C 5.811219 11.450809 2.650214 -2.4 2.1 2.3
O 6.471024 10.350243 2.187267 0.5 -2.5 -1.4
P 5.548121 9.262428 1.420163 0.1 0.2 -1.7
O 4.186513 8.951892 1.933374 2.1 0.4 -0.6
O 6.616688 8.091767 1.150046 -0.5 -0.5 -0.1
C 6.267891 6.927705 0.299628 -0.1 -0.2 1.0
O 5.526828 9.948122 -0.038706 -2.0 -0.7 -0.1
C 6.655777 10.316294 -0.794353 0.5 1.2 0.5
H 5.997888 12.463264 2.292160 1.6 -0.3 -0.4
H 5.901466 11.401630 3.735359 0.0 0.6 0.1
H 4.737288 11.504013 2.471517 -0.4 -1.0 -0.1
H 6.287556 6.053886 0.950904 -0.2 0.1 0.1
H 7.000177 6.701898 -0.475522 0.3 0.9 0.1
H 5.281483 6.970790 -0.162160 0.0 0.5 0.2
H 7.517276 10.193552 -0.137929 0.4 -0.1 -0.6
H 6.542540 11.372269 -1.039718 0.1 0.3 0.3
H 6.747181 9.888862 -1.792882 -0.2 -1.0 0.4
C 14.995458 4.710774 0.790726 0.4 -0.7 -0.4
O 13.908331 5.158180 -0.017888 -1.6 -1.1 -1.1
P 12.903623 4.157860 -0.952836 1.3 1.1 0.2
O 13.409682 2.772637 -1.263898 -1.0 2.9 0.6
O 12.702977 5.194166 -2.235093 0.1 -2.3 1.8
C 12.049443 6.445638 -2.121650 -0.6 0.8 0.0
O 11.481499 4.229813 -0.150153 2.1 1.2 -1.6
C 11.018384 3.144517 0.602942 0.1 -0.6 0.7
H 14.688231 3.947151 1.505276 0.0 0.0 -0.1
H 15.472096 5.525274 1.336172 -0.6 0.4 -0.1
H 15.779402 4.328615 0.136891 0.0 -0.3 0.1
H 11.404713 6.622313 -2.982587 0.1 -0.4 -0.2
H 12.770831 7.262755 -2.126761 0.2 -0.2 0.3
H 11.383220 6.514802 -1.261731 0.3 -0.1 0.2
H 11.729646 2.320402 0.547683 -0.5 -0.5 -0.6
H 10.004553 2.999052 0.230005 0.1 -0.8 0.4
H 11.034787 3.356290 1.672048 -0.4 0.6 0.0
C -4.523847 3.073284 -7.316894 -0.4 1.9 -0.9
O -3.827963 2.421552 -6.328230 0.9 -3.2 2.3
P -4.212571 0.961552 -5.768560 0.4 -1.8 2.1
O -5.456338 0.312599 -6.208269 0.2 0.8 -0.8
O -2.870186 0.043107 -6.065024 -3.0 2.0 4.1
C -2.379066 -0.289917 -7.277997 0.7 0.7 -2.5
O -4.264147 1.036426 -4.080354 1.9 -0.1 -4.1
C -5.482169 0.952737 -3.376047 0.4 0.4 1.8
H -4.755328 4.021528 -6.831767 -0.7 0.2 -0.6
H -5.407017 2.560475 -7.697872 0.1 -0.1 0.2
H -3.801663 3.300716 -8.100998 -0.3 -0.1 -0.3
H -2.830993 0.288313 -8.083920 -0.2 0.1 -0.2
H -2.558297 -1.333249 -7.537683 0.4 -0.1 0.3
H -1.348549 0.063702 -7.244791 0.4 -0.8 -0.5
H -5.314421 0.293255 -2.524554 -0.1 -0.8 -0.4
H -6.386753 0.667736 -3.913273 0.3 0.4 -0.2
H -5.459048 1.883781 -2.809723 -1.2 0.5 -0.5
C -8.718527 6.707145 -5.152040 -0.4 -0.3 -0.5
O -8.143882 7.979743 -4.944740 2.8 1.0 1.6
P -6.914905 8.227474 -3.822507 -1.6 1.5 -1.0
O -6.223130 9.561089 -3.939054 -1.3 -2.7 0.1
O -7.815535 8.053351 -2.473675 0.6 -0.5 -0.4
C -8.743901 9.104123 -2.109144 1.2 1.1 0.2
O -5.938110 6.928812 -3.921030 -3.0 0.7 -0.8
C -4.767972 6.991526 -3.190285 2.0 1.8 1.4
H -8.599029 6.514327 -6.218179 0.2 -0.5 0.1
H -9.796429 6.742815 -4.994048 0.0 0.2 0.3
H -8.291838 5.931971 -4.515531 0.1 0.0 -0.2
H -8.887891 9.135079 -1.029143 0.0 -0.7 0.0
H -9.709328 9.111795 -2.615092 0.2 -0.5 -0.3
H -8.215323 10.037020 -2.305100 -0.3 0.2 -0.3
H -4.025230 7.639483 -3.655682 0.2 -0.5 -0.9
H -4.338428 6.024180 -2.929831 -0.5 0.0 -0.2
H -4.904206 7.645586 -2.329028 -0.3 -0.7 0.8
C -9.825544 4.900730 1.504219 0.2 1.4 0.8
O -9.427443 3.577891 1.314985 -0.2 -1.4 -1.3
P -8.555161 2.839862 2.387710 2.0 -1.6 0.5
O -8.954613 3.198929 3.784923 0.8 -0.9 -1.9
O -8.538779 1.229186 1.839733 -1.1 1.9 1.4
C -9.645782 0.295012 2.177069 -0.5 0.8 0.6
O -6.974660 3.236282 1.928132 -3.0 -2.3 1.4
C -6.349116 4.368921 2.451284 0.4 2.3 -1.3
H -10.069074 5.420051 0.577336 -0.3 -0.7 -0.2
H -8.977566 5.461073 1.897980 -0.1 0.2 0.3
H -10.643744 4.919885 2.224141 0.0 0.3 -0.1
H -10.104942 -0.173976 1.306822 0.8 0.2 -0.4
H -10.500227 0.752486 2.675814 0.2 0.8 -0.1
H -9.385622 -0.462601 2.916277 0.9 0.0 -0.4
H -5.324508 4.248869 2.803237 -0.3 -0.7 0.3
H -6.906774 5.041901 3.102606 -0.3 -0.8 0.6
H -6.259069 4.986618 1.557721 0.5 0.4 -0.1
C 8.947933 -1.475135 -2.635292 1.6 -0.4 -0.7
O 7.618273 -1.175853 -2.954011 -1.5 -0.1 -0.6
P 7.008930 -1.442563 -4.414653 -1.7 1.2 -0.5
O 7.794231 -0.864215 -5.525081 -0.7 -0.7 1.0
O 6.739231 -3.023164 -4.592712 0.3 1.9 -1.2
C 5.961678 -3.817793 -3.768396 0.5 -1.5 2.9
O 5.464353 -0.788576 -4.197617 2.7 -1.7 -0.7
C 5.242474 0.573187 -4.478865 -0.2 1.7 0.7
H 8.975787 -1.967755 -1.663359 0.1 0.3 -0.1
H 9.612530 -0.617514 -2.739729 -0.4 0.6 0.8
H 9.436317 -2.083040 -3.396884 -0.4 -0.8 0.0
H 5.942160 -3.384839 -2.768266 -0.7 0.3 0.0
H 6.517096 -4.725294 -3.531586 0.4 -0.2 -0.5
H 4.991350 -4.233354 -4.040193 -0.2 1.1 -0.9
H 4.202530 0.726640 -4.767101 0.1 -0.3 -0.2
H 5.892188 1.121954 -5.160645 0.2 -1.0 -0.7
H 5.400274 1.180318 -3.587464 -0.2 -0.2 0.6
C 0.737293 -8.958725 -4.925337 1.6 0.8 -0.7
O 0.207009 -8.304637 -3.792676 -1.5 -1.5 2.9
P -0.592721 -9.199758 -2.638481 1.5 1.2 -0.7
O -0.556728 -10.646034 -2.837231 0.2 -0.2 -0.1
O 0.011885 -8.637241 -1.258431 0.1 0.2 -1.7
C -0.580155 -9.158832 -0.099532 -0.2 -0.2 1.7
O -2.029999 -8.588986 -2.546756 -0.8 -0.3 -0.5
C -3.190044 -9.360115 -2.951569 -0.1 0.3 -0.1
H 1.798093 -8.711172 -4.964394 0.2 0.4 0.0
H 0.282963 -8.431634 -5.764302 -0.1 -0.9 -0.4
H 0.822348 -10.045345 -4.936466 -1.2 0.0 0.1
H -0.746051 -8.382177 0.647060 0.4 0.4 -0.2
H 0.103643 -9.882256 0.344503 -0.2 -0.2 -0.1
H -1.587403 -9.564131 -0.195913 0.1 -0.4 -0.6
H -2.986212 -10.363221 -3.326213 0.6 0.1 0.3
H -3.654088 -8.817131 -3.774933 -0.3 0.1 0.3
H -3.811931 -9.433067 -2.059372 -0.2 0.1 -0.3
C 0.342180 1.693301 -0.123325 -2.1 1.4 -0.2
O 1.525291 1.079976 0.144645 2.4 -3.6 0.6
P 1.473595 -0.481501 0.667789 -0.4 0.5 0.6
O 0.325125 -0.749898 1.622176 2.4 0.1 -2.6
O 2.895299 -0.654638 1.344716 -1.6 0.5 0.8
C 4.097690 -0.577152 0.643081 1.3 -0.3 -0.5
O 1.743340 -1.339419 -0.732934 -1.0 0.2 2.6
C 1.323671 -2.737830 -0.718229 -1.2 -0.3 -1.6
H 0.540850 2.505236 -0.822888 -0.1 0.1 0.1
H -0.044911 2.075715 0.821149 -0.4 0.3 -0.2
H -0.412966 1.046576 -0.570101 0.0 -0.1 0.0
H 3.996153 -0.303967 -0.407242 -0.2 -0.1 0.0
H 4.546666 -1.567524 0.718468 0.3 0.1 -0.2
H 4.765975 0.149902 1.104485 -0.2 0.0 0.2
H 2.068202 -3.459333 -1.054696 0.6 0.7 -0.2
H 0.531400 -2.696400 -1.465695 0.0 -0.6 -0.1
H 0.876579 -3.240958 0.139128 0.2 1.1 0.8
C -2.659055 -6.244092 8.617323 -1.7 -1.2 0.3
O -3.124049 -4.929261 8.985321 0.4 0.6 -0.7
P -4.444362 -4.189850 8.429519 -3.0 -2.5 -0.7
O -5.331468 -5.003789 7.502406 2.3 1.3 1.7
O -4.083626 -2.789837 7.764578 -0.1 0.4 1.9
C -3.781739 -2.690293 6.412765 1.7 -1.1 -2.6
O -5.242816 -3.858746 9.813447 0.8 0.6 -0.1
C -4.875699 -4.406899 11.101079 1.7 -0.6 0.1
H -2.863227 -6.930893 9.438742 0.5 0.4 0.7
H -1.618131 -6.367724 8.318521 -0.1 0.9 0.0
H -3.347098 -6.725469 7.922364 0.2 0.6 -0.8
H -4.224162 -1.932488 5.766155 -1.2 0.1 1.0
H -3.867607 -3.662626 5.927693 -0.7 0.0 -0.1
H -2.739680 -2.469819 6.181228 0.6 0.1 1.1
H -3.803826 -4.296836 11.265630 0.3 -0.5 -0.6
H -5.148278 -5.459150 11.182118 0.0 0.0 -0.3
H -5.146429 -3.944006 12.050049 -1.5 0.9 -0.8
C -8.382697 -5.819450 1.815651 -0.8 -0.9 1.3
O -7.618827 -4.984463 1.049934 2.0 1.4 -4.0
P -7.036005 -5.454927 -0.420876 1.2 0.1 3.8
O -7.716821 -6.608545 -0.962396 0.3 -1.5 -0.2
O -5.395793 -5.587418 -0.135637 -2.0 -0.1 -0.7
C -4.576928 -4.570293 0.473545 -0.6 -0.4 0.8
O -7.249532 -4.207339 -1.283270 0.2 2.4 -0.3
C -6.657236 -4.200119 -2.583683 -0.2 -0.8 -0.5
H -8.008899 -5.538768 2.800331 -0.6 -1.0 0.5
H -8.275321 -6.864229 1.524096 0.3 -0.1 0.4
H -9.453430 -5.627165 1.747400 -0.1 0.4 -0.1
H -4.209656 -3.861189 -0.268330 0.1 -0.1 0.2
H -3.807975 -5.084067 1.050465 0.5 -0.2 -0.8
H -5.086205 -4.076818 1.301329 -0.6 0.4 -0.4
H -5.713486 -3.656659 -2.629441 -0.2 0.2 0.3
H -7.392832 -3.800216 -3.281583 0.2 0.1 0.1
H -6.480137 -5.248167 -2.825227 0.2 0.1 -0.5
```
Positions in Å, forces in eV/Å.

Results
Lowest unoccupied orbital energy (eV): 0.03
ΔE to the lowest compared entry with this formula, charge and spin (kJ/mol): 864.34
E (eV): -228109.07627
SMILES: COP(=O)(OC)OC.COP(=O)(OC)OC.COP(=O)(OC)OC.COP(=O)(OC)OC.COP(=O)(OC)OC.COP(=O)(OC)OC.COP(=O)(OC)OC.COP(=O)(OC)OC.COP(=O)(OC)OC.COP(=O)(OC)OC.COP(=O)(OC)OC